(1)
A structure of composition C2H2I2S2 in a non-equilibrium geometry, computed with ωB97M-V/def2-TZVPD.

Element x y z (Å)
C: -0.677 0.872 -0.644
C: 0.007 -0.319 -0.508
S: -0.199 2.136 -1.485
S: 2.035 -0.142 1.115
I: -2.511 1.053 0.635
I: -0.841 -2.059 0.151
H: 0.696 -0.409 -1.320
H: 1.490 -1.132 2.056

As for the relative energy (zero: lowest compared OMol25 entry of this formula, charge and spin): 54.1 kcal/mol. The HOMO energy (alpha / beta) comes out at -0.3362 / -0.3362 hartree. The frontier orbital gap (alpha / beta) comes out at 6.2 / 6.2 eV. As for the spin multiplicity: 1. Its largest force on an atom is 3.956 eV/A.

Löwdin population analysis, charges in e, atoms 1 to 2: -1.362, -0.997

***

(2)
A structure of composition C2H2I4, computed with ωB97M-V/def2-TZVPD.

Element x y z (Å)
C: 0.090 1.223 -0.741
C: -0.333 -1.269 0.568
I: 2.054 1.461 -0.107
I: -1.367 2.527 -0.031
I: 0.924 -1.055 2.182
I: 0.032 -2.725 -0.876
H: -0.020 0.957 -1.776
H: -1.380 -1.121 0.782

As for the relative energy (zero: lowest compared OMol25 entry of this formula, charge and spin): 66.8 kcal/mol. The HOMO energy (alpha / beta) comes out at -0.3034 / -0.3023 hartree. The frontier orbital gap (alpha / beta) comes out at 7.4 / 7.3 eV. As for the spin multiplicity: 1. Its largest force on an atom is 0.912 eV/A.

Löwdin population analysis, charges in e, atoms 1 to 2: -1.296, -1.330

***

(3)
The molecule C2H2IN3S in a non-equilibrium geometry, computed with ωB97M-V/def2-TZVPD.

Element x y z (Å)
C: 0.021 1.216 0.622
C: 1.138 -0.513 0.111
N: 0.955 0.541 0.979
N: 0.088 -0.548 -0.750
N: -0.861 0.349 -0.704
S: 2.339 -1.630 0.225
I: -3.004 -0.185 0.087
H: -0.474 2.093 0.792
H: -0.203 -1.323 -1.362

Its SMILES is S=c1ncn(I)[nH]1. As for the relative energy (zero: lowest compared OMol25 entry of this formula, charge and spin): 68.4 kcal/mol. The HOMO energy (alpha / beta) comes out at -0.3175 / -0.3201 hartree. The frontier orbital gap (alpha / beta) comes out at 6.5 / 6.7 eV. As for the spin multiplicity: 1. Its largest force on an atom is 5.409 eV/A.

Löwdin population analysis, charges in e, atoms 1 to 2: -0.024, -0.912

***

(4)
A cluster of 2 separate species, C2H2IN4 in total in a non-equilibrium geometry, computed with ωB97M-V/def2-TZVPD.

Element x y z (Å)
C: -0.033 -0.770 0.056
C: 0.277 1.830 -1.908
N: 0.323 -2.101 0.213
N: -0.271 -0.251 1.227
N: 0.312 -2.291 1.537
N: -0.066 -1.175 2.095
I: -1.311 3.101 -1.174
H: -0.279 -0.308 -0.927
H: 1.048 1.967 -1.120

As for the relative energy (zero: lowest compared OMol25 entry of this formula, charge and spin): 81.8 kcal/mol. The HOMO energy (alpha / beta) comes out at -0.1775 / -0.1775 hartree. The frontier orbital gap (alpha / beta) comes out at 6.1 / 6.1 eV. As for the charge: -1. As for the spin multiplicity: 1. Its largest force on an atom is 2.978 eV/A.

Löwdin population analysis, charges in e, atoms 1 to 2: -0.379, -0.441

***

(5)
A cluster of 2 separate species, C2H2INO2 in total in a non-equilibrium geometry, computed with ωB97M-V/def2-TZVPD.

Element x y z (Å)
C: 2.054 -0.234 -0.454
C: 1.129 0.462 -0.043
N: 0.103 1.358 0.364
O: -0.168 2.201 -0.484
O: -0.478 1.143 1.407
I: -4.710 -0.042 -0.074
H: -4.268 1.174 -0.967
H: 2.630 -1.009 -0.748

Its SMILES is C#C[N+](=O)[O-].I. As for the relative energy (zero: lowest compared OMol25 entry of this formula, charge and spin): 141.9 kcal/mol. The HOMO energy comes out at -0.3675 hartree. The frontier orbital gap comes out at 8.9 eV. As for the spin multiplicity: 1. Its largest force on an atom is 6.098 eV/A.

Löwdin population analysis, charges in e, atoms 1 to 2: 0.201, -0.008

***

(6)
A structure of composition C2H2IO3 in a non-equilibrium geometry, computed with ωB97M-V/def2-TZVPD.

Element x y z (Å)
C: -0.396 1.271 0.053
C: 0.193 -0.547 -0.506
O: -1.047 0.977 0.994
O: -0.131 2.087 -0.710
O: -0.480 -1.366 0.409
I: 2.596 -0.701 0.009
H: 0.043 -0.939 -1.473
H: -0.776 -0.782 1.226

As for the relative energy (zero: lowest compared OMol25 entry of this formula, charge and spin): 22.0 kcal/mol. The HOMO energy comes out at -0.1442 hartree. The frontier orbital gap comes out at 7.2 eV. As for the charge: -1. As for the spin multiplicity: 1. Its largest force on an atom is 5.227 eV/A.

Löwdin population analysis, charges in e, atoms 1 to 2: -0.717, -0.452